# 1
C21H27Ge2N3O6PdSSe | wB97M-V/def2-TZVPD

```
62
C21H27Ge2N3O6PdSSe wB97M-V/def2-TZVPD
Ge 1.849 -1.714 -1.854
C -2.878 4.663 1.408
H -2.262 -0.680 1.394
N -2.095 4.571 -1.179
H -4.901 4.886 0.600
C -3.848 4.773 0.385
H 2.760 -2.549 0.744
H 3.914 -0.899 -0.550
H 2.670 0.950 -0.340
O 1.993 1.718 3.766
C -1.531 -2.658 -1.236
H -4.070 4.679 -1.751
C -2.377 -1.421 0.625
C -3.805 -2.980 -0.529
H 2.348 2.548 0.025
O -1.974 -0.157 -3.156
N 2.520 1.296 1.621
N 2.196 1.581 0.288
Ge 0.457 -0.876 -0.043
S 0.499 4.371 -0.712
H 1.213 -0.076 -3.632
H 3.454 1.521 1.927
C 3.648 -0.991 -1.607
C -2.762 -3.288 -1.387
H 2.374 -4.008 -0.870
C 1.987 -3.632 -1.820
H 3.698 0.001 -2.069
O 0.174 1.036 -1.909
C -1.110 4.487 -0.237
H 0.268 -1.535 -3.839
C 1.092 -1.535 1.663
H 2.678 -3.898 -2.625
C -3.610 -2.043 0.482
H 0.584 -1.370 5.016
H 1.988 -1.519 -4.353
C 2.823 -2.733 2.871
C -1.313 -1.724 -0.226
O -1.656 2.581 -3.292
H 1.021 -4.102 -2.007
H -3.192 4.677 2.447
O 0.344 1.701 2.240
H -2.909 -4.003 -2.190
C -3.410 4.680 -0.894
H 3.734 -3.320 2.860
H -0.403 -0.604 2.911
Pd -0.303 1.424 0.250
H -1.837 4.187 -2.117
H -4.773 -3.452 -0.656
O -2.175 1.436 -0.885
C 0.488 -1.215 2.883
C -1.562 4.516 1.115
C 2.217 -2.401 4.075
H -0.812 4.417 1.884
C 2.268 -2.288 1.676
C 1.568 1.598 2.623
H 2.663 -2.717 5.010
C 1.269 -1.160 -3.609
C 1.048 -1.647 4.079
H 4.390 -1.631 -2.094
H -4.422 -1.788 1.151
H -0.743 -2.888 -1.943
Se -1.461 1.201 -2.406
```

For the HOMO energy (alpha / beta), the calculation gives -5.230 / -5.197 eV. For the frontier orbital gap (alpha / beta), the calculation gives 7.06 / 7.16 eV. Its expectation value of S² is 0.761. Its multiplicity is 2. The value obtained for the total energy is -8513.460153 Ha. The relative energy (zero: lowest compared OMol25 entry of this formula, charge and spin) is 3.1175 eV. As for the total charge: -1.



# 2
C6H9N | wB97M-V/def2-TZVPD

```
16
C6H9N wB97M-V/def2-TZVPD
H 2.954 -0.119 -0.287
C 2.144 -0.488 0.378
H -1.711 0.859 -2.141
C -1.563 -0.778 -0.804
H -2.077 -1.553 -1.365
H 2.510 -1.439 0.732
H -0.894 -1.822 1.079
H -1.505 1.967 0.395
C -0.754 1.367 -0.132
C -0.120 0.294 0.696
C -1.402 0.489 -1.183
C -0.703 -1.010 0.373
H 2.174 0.198 1.210
H 0.158 0.464 1.739
H 0.022 2.034 -0.521
N 0.765 -0.462 -0.167
```

For the HOMO energy, the calculation gives -8.716 eV. The structure (SMILES) is CN1[C@@H]2C=CC[C@@H]21. For the frontier orbital gap, the calculation gives 9.87 eV. The value obtained for the total energy is -288.661951 Ha. The relative energy (zero: lowest compared OMol25 entry of this formula, charge and spin) is 3.2678 eV.



# 3
C13H26ClO6PS2Se2Sr | wB97M-V/def2-TZVPD

```
52
C13H26ClO6PS2Se2Sr wB97M-V/def2-TZVPD
H -17.877 0.727 7.181
H -17.487 -0.311 10.135
H -12.855 3.049 10.436
Se -16.133 2.685 3.135
H -19.931 6.362 3.597
C -18.176 5.047 3.387
H -21.071 4.704 4.933
O -11.982 3.530 3.667
H -18.802 -0.511 8.074
H -12.295 1.916 8.260
H -18.449 2.960 3.682
S -14.773 1.708 6.825
H -20.266 4.949 2.693
O -16.214 1.089 9.478
Se -15.704 6.420 4.681
H -15.493 -1.474 9.162
C -18.198 0.372 8.196
C -19.695 5.265 3.575
H -15.987 6.011 2.345
H -9.348 3.246 4.591
O -11.796 4.550 5.619
C -13.451 2.229 10.061
H -14.547 2.124 11.875
H -10.416 1.819 4.458
H -13.168 0.493 8.773
C -11.434 3.715 4.773
C -17.916 5.987 2.162
C -17.490 5.521 4.668
H -18.218 6.990 2.505
H -15.894 -0.881 7.573
Cl -9.991 2.275 6.587
P -15.705 2.316 8.527
O -20.130 4.646 4.806
O -16.605 6.117 1.567
C -12.630 1.367 9.164
H -16.903 -2.055 8.323
H -14.648 0.680 10.790
C -10.263 2.766 4.961
C -17.901 3.593 2.956
S -17.174 3.626 8.400
H -13.196 1.028 11.802
C -16.323 -1.164 8.553
C -17.094 -0.061 9.170
H -17.436 4.623 5.296
H -18.124 6.234 5.191
C -14.022 1.460 11.212
H -18.190 3.501 1.902
H -11.759 0.954 9.725
H -18.759 1.209 8.663
H -18.619 5.692 1.345
O -14.492 2.935 9.350
Sr -14.084 3.974 5.014
```

For the HOMO energy, the calculation gives -0.786 eV. For the frontier orbital gap, the calculation gives 5.22 eV. The value obtained for the total energy is -7394.126416 Ha. The relative energy (zero: lowest compared OMol25 entry of this formula, charge and spin) is 0.5310 eV. As for the total charge: -2.



# 4
C4H14N2O | wB97M-V/def2-TZVPD

```
21
C4H14N2O wB97M-V/def2-TZVPD
H 2.100 3.421 -3.821
H 0.132 -0.046 -2.030
O 2.716 4.168 -3.787
H 2.518 4.741 -4.530
N -0.299 -2.577 1.582
H -2.094 0.067 0.718
H -2.221 -2.180 2.229
H 0.310 -2.240 2.308
H 0.160 1.075 1.938
C -1.354 -0.250 1.502
C 0.690 -0.303 -1.114
H 0.104 -1.216 -0.984
C -1.576 -1.828 1.463
H -1.966 -2.072 0.500
H 0.171 -2.622 0.685
N 0.257 0.763 -0.140
H 1.764 -0.288 -1.078
H -0.455 1.406 -0.432
C 0.018 0.263 1.213
H -1.857 0.077 2.421
H 0.885 -0.359 1.356
```

For the HOMO energy, the calculation gives -8.578 eV. The structure (SMILES) is CNCCCN.O. For the frontier orbital gap, the calculation gives 9.33 eV. The value obtained for the total energy is -345.482944 Ha. The relative energy (zero: lowest compared OMol25 entry of this formula, charge and spin) is 2.5372 eV.



# 5
C4H5ClFNO4 | wB97M-V/def2-TZVPD

```
16
C4H5ClFNO4 wB97M-V/def2-TZVPD
F -0.053 0.062 2.485
C -3.305 -0.382 0.041
H -3.665 -1.281 0.631
O 3.984 1.093 -0.774
H 4.269 -0.340 -2.024
N 0.456 -0.457 0.363
H -3.412 -0.415 -1.006
Cl 2.355 0.549 1.825
O 1.095 -0.615 -0.661
C 0.810 -0.120 1.531
O -0.975 -0.768 0.355
H -4.172 0.211 0.387
O -1.576 1.377 0.248
H 2.477 0.425 -1.924
C 3.619 0.406 -1.675
C -1.908 0.256 0.198
```

For the HOMO energy, the calculation gives -9.465 eV. The structure (SMILES) is CC(=O)O/[N+]([O-])=C(\F)Cl.C=O. For the frontier orbital gap, the calculation gives 10.04 eV. The value obtained for the total energy is -1070.998130 Ha. The relative energy (zero: lowest compared OMol25 entry of this formula, charge and spin) is 2.1766 eV.



# 6
C9H8HgO6 | wB97M-V/def2-TZVPD

```
24
C9H8HgO6 wB97M-V/def2-TZVPD
C -2.488 0.633 -0.619
C 2.562 -0.306 0.521
C 0.460 -0.716 -2.520
C -1.649 -3.950 1.698
H 0.901 -3.222 -0.334
O 1.055 4.206 -1.333
H -0.902 -4.893 -0.077
C 0.360 -3.250 0.616
C 0.790 3.151 -1.002
O -0.571 1.113 3.536
Hg 0.053 0.234 -0.069
H -1.341 -3.968 2.748
H -2.521 -2.499 0.328
H -2.136 -1.790 1.896
H 0.101 -5.278 1.340
O 0.510 -1.362 -3.456
H 1.106 -3.104 1.413
C -0.390 1.037 2.418
O -0.524 -2.103 0.651
H -2.577 -4.516 1.592
O -3.614 0.524 -0.778
C -0.482 -4.493 0.852
C -1.808 -2.535 1.166
O 3.546 -0.757 0.857
```

For the HOMO energy, the calculation gives -17.470 eV. For the frontier orbital gap, the calculation gives 7.09 eV. The value obtained for the total energy is -951.870362 Ha. The relative energy (zero: lowest compared OMol25 entry of this formula, charge and spin) is 0.3412 eV. As for the total charge: +2.